Formula: C46H36FeN7O6PS3
Source: the OMol25 dataset
Level of theory: ωB97M-V with the def2-TZVPD basis set

Structure (XYZ):
```
100
Properties=species:S:1:pos:R:3:mulliken_charge:R:1
Fe -0.596 0.324 -0.988 -0.474
O -7.502 -0.968 1.206 -0.650
N -6.861 -0.994 0.161 1.078
O -7.376 -1.269 -0.920 -0.641
C -5.455 -0.712 0.222 -0.860
C -4.927 -0.511 1.489 -0.413
C -3.569 -0.305 1.673 1.507
C -2.976 -0.136 2.955 -1.529
C -1.625 -0.067 3.077 -1.448
C -0.816 -0.104 1.920 -0.479
N -1.335 -0.132 0.714 1.295
C -2.695 -0.273 0.560 -0.718
C -3.223 -0.437 -0.746 -0.345
N -2.322 -0.428 -1.777 0.972
C -2.769 -0.633 -3.040 -0.177
C -4.099 -0.794 -3.317 -1.246
C -5.039 -0.800 -2.286 -0.596
C -4.617 -0.661 -0.949 1.118
H -5.596 -0.538 2.335 0.642
H -3.623 -0.077 3.823 0.458
H -1.147 0.048 4.040 0.568
H 0.258 -0.048 1.979 1.304
H -2.028 -0.730 -3.824 0.267
H -4.409 -0.942 -4.343 0.468
H -6.081 -0.933 -2.502 0.650
N -0.081 0.642 -2.911 0.299
C 0.441 -0.505 -3.659 -1.338
C 0.704 -0.350 -5.014 -0.470
C 1.241 -1.394 -5.747 -0.813
C 1.518 -2.604 -5.126 -0.745
C 1.230 -2.767 -3.782 -0.684
C 0.690 -1.726 -3.025 0.683
P 0.201 -1.978 -1.257 2.120
C 1.730 -2.314 -0.333 0.310
C 3.017 -2.207 -0.846 -0.632
C 4.115 -2.290 0.001 -0.906
C 3.935 -2.489 1.360 -0.437
C 2.654 -2.641 1.875 -0.719
C 1.557 -2.545 1.035 -0.171
C -0.550 -3.650 -1.369 0.700
C -1.894 -3.778 -1.728 -0.376
C -2.472 -5.032 -1.862 -0.791
C -1.717 -6.172 -1.628 -0.639
C -0.388 -6.054 -1.248 -0.802
C 0.194 -4.802 -1.113 -0.495
H -0.908 1.015 -3.374 0.580
H 0.608 1.395 -2.925 0.530
H 0.490 0.599 -5.493 0.520
H 1.441 -1.261 -6.803 0.413
H 1.949 -3.422 -5.690 0.453
H 1.411 -3.723 -3.304 0.508
H 3.168 -2.063 -1.910 0.309
H 5.114 -2.182 -0.404 0.403
H 4.794 -2.519 2.019 0.323
H 2.508 -2.810 2.935 0.447
H 0.553 -2.646 1.436 0.523
H -2.493 -2.897 -1.907 0.290
H -3.515 -5.112 -2.141 0.480
H -2.167 -7.152 -1.736 0.390
H 0.199 -6.943 -1.054 0.426
H 1.232 -4.719 -0.816 0.487
O -1.465 8.304 2.653 -0.488
C -2.204 7.930 1.585 0.626
O -3.006 8.695 1.126 -0.580
C -1.960 6.563 1.029 1.068
C -2.536 6.260 -0.203 -0.808
C -2.352 5.020 -0.783 -0.751
C -1.591 4.047 -0.129 0.627
S -1.327 2.503 -0.924 -0.261
C -1.046 4.334 1.117 -1.003
C -1.221 5.584 1.683 -0.892
H -0.835 7.618 2.895 0.292
H -3.127 7.022 -0.693 0.419
H -2.793 4.786 -1.744 0.443
H -0.491 3.576 1.640 0.330
H -0.768 5.752 2.656 0.232
N 6.245 -1.077 4.573 -0.521
C 5.232 -0.234 4.158 1.118
C 3.894 -0.549 4.424 -0.737
C 2.885 0.313 4.048 -0.342
C 3.195 1.508 3.407 -0.522
C 4.517 1.838 3.143 -0.434
C 5.529 0.968 3.511 -0.822
S 1.875 2.546 2.866 1.113
O 0.848 2.499 3.870 -0.757
O 2.431 3.830 2.507 -0.704
N 1.267 1.767 1.581 0.557
C 1.839 1.725 0.396 -0.469
S 3.185 2.766 -0.134 -0.216
C 3.336 1.829 -1.575 -0.950
C 2.402 0.872 -1.610 -0.809
N 1.493 0.820 -0.554 0.754
H 6.015 -2.007 4.867 0.211
H 7.168 -0.941 4.206 0.195
H 3.658 -1.474 4.942 0.299
H 1.847 0.084 4.261 0.421
H 4.744 2.781 2.663 0.522
H 6.564 1.224 3.310 0.334
H 4.107 2.018 -2.306 0.477
H 2.369 0.114 -2.377 0.096
```

Output
Frontier orbital gap (spin up / spin down) in eV: 4.998 / 4.934
Multiplicity: 5
F_max in eV/A: 3.018
LUMO energy (spin up / spin down) in eV: -1.9 / -2.0
Calculated total energy in eV: -147182.683